1.
Here is a molecular structure, C62H73N3O6PS2Sr at a distorted geometry from the Open Molecules 2025 dataset. Energies are from the ωB97M-V functional and the def2-TZVPD basis.

Last column: Mulliken charge in e.
Element x y z (Å)
Sr (0.8821, 0.3999, 0.7503)  2.423
C (6.7847, -4.7430, -0.4577)  -1.717
C (5.4487, -4.4822, -1.1712)  2.035
C (5.7404, -3.9295, -2.5642)  -2.110
C (4.6961, -5.8133, -1.3369)  -1.777
C (4.6020, -3.5190, -0.3411)  -0.627
C (4.2844, -2.2731, -0.7424)  -0.365
C (3.4599, -1.4117, 0.0602)  -1.300
N (3.0889, -0.1629, -0.2329)  -0.060
C (3.2390, 0.6008, -1.3017)  -0.088
C (3.6145, 0.1910, -2.6307)  -0.655
C (3.8987, 1.1064, -3.5750)  -0.520
C (3.8714, 2.5090, -3.1859)  -0.099
C (3.4316, 2.9980, -2.0021)  0.152
C (2.9103, 2.0224, -1.0302)  1.141
O (2.2462, 2.3402, -0.0301)  -1.189
C (3.4483, 4.5259, -1.7772)  2.535
C (4.8737, 5.0458, -2.0273)  -1.994
C (2.4767, 5.1892, -2.7637)  -1.561
C (3.0502, 4.9583, -0.3586)  -2.043
C (4.2485, 0.7530, -5.0189)  1.926
C (3.2775, 1.4701, -5.9712)  -1.698
C (5.6857, 1.2032, -5.3216)  -1.732
C (4.1483, -0.7494, -5.2743)  -1.812
C (2.9656, -1.8668, 1.3734)  1.575
O (2.2413, -1.1158, 2.0691)  -1.430
C (3.3669, -3.2159, 1.8010)  -0.358
C (4.1204, -3.9547, 0.9494)  0.097
C (2.9115, -3.7671, 3.1540)  2.558
C (1.3835, -3.8847, 3.1439)  -1.234
C (3.4986, -5.1430, 3.4482)  -2.414
C (3.3474, -2.8156, 4.2833)  -1.778
H (7.3882, -5.4654, -1.0204)  0.448
H (6.6257, -5.1446, 0.5478)  0.319
H (7.3553, -3.8146, -0.3639)  0.343
H (6.3095, -4.6667, -3.1376)  0.551
H (6.3347, -3.0119, -2.5198)  0.372
H (4.8151, -3.7151, -3.1088)  0.378
H (5.2317, -6.4657, -2.0358)  0.478
H (3.6886, -5.6398, -1.7267)  0.349
H (4.6018, -6.3491, -0.3882)  0.335
H (4.6963, -1.8759, -1.6580)  1.048
H (3.5754, -0.8633, -2.8700)  0.727
H (4.2021, 3.2295, -3.9310)  0.258
H (5.1671, 4.9561, -3.0775)  0.308
H (5.5969, 4.4896, -1.4255)  0.396
H (4.9374, 6.1042, -1.7526)  0.484
H (2.7616, 4.9894, -3.8018)  0.258
H (2.4670, 6.2756, -2.6152)  0.507
H (1.4597, 4.8153, -2.6122)  0.217
H (3.7095, 4.5258, 0.3976)  0.387
H (2.0353, 4.6551, -0.1159)  0.046
H (3.1195, 6.0500, -0.3003)  0.545
H (3.3848, 2.5571, -5.9155)  0.327
H (2.2424, 1.2237, -5.7166)  0.308
H (3.4630, 1.1652, -7.0067)  0.464
H (5.8112, 2.2803, -5.1758)  0.278
H (5.9475, 0.9704, -6.3606)  0.478
H (6.3932, 0.6895, -4.6636)  0.311
H (3.1360, -1.1197, -5.0840)  0.263
H (4.8458, -1.3119, -4.6453)  0.258
H (4.3952, -0.9596, -6.3188)  0.498
H (4.4181, -4.9466, 1.2675)  0.366
H (1.0563, -4.6075, 2.3881)  0.320
H (0.9300, -2.9270, 2.9141)  -0.196
H (1.0192, -4.2130, 4.1250)  0.468
H (3.1842, -5.8886, 2.7108)  0.372
H (3.1395, -5.4747, 4.4269)  0.464
H (4.5938, -5.1223, 3.4811)  0.421
H (2.8996, -1.8319, 4.1587)  0.234
H (4.4376, -2.7065, 4.2952)  0.365
H (3.0307, -3.2240, 5.2499)  0.486
O (-1.6537, 2.9299, 3.3315)  -0.736
C (-0.8864, 2.6868, 2.4080)  -0.447
O (-0.3860, 1.5432, 2.0522)  -0.827
C (-0.4923, 3.8446, 1.4779)  -0.646
P (-0.7237, 3.2469, -0.2864)  0.909
C (-2.4026, 2.4567, -0.1188)  0.131
C (-2.6394, 1.2484, -0.7736)  -0.365
C (-3.8383, 0.5612, -0.5885)  -0.254
C (-4.8092, 1.0734, 0.2612)  -0.755
C (-4.5992, 2.2956, 0.8927)  -0.664
C (-3.4117, 2.9861, 0.6910)  -0.406
C (-1.2578, 4.8236, -1.1059)  0.250
C (-2.2374, 4.8285, -2.1035)  -0.550
C (-2.5925, 6.0058, -2.7533)  -0.561
C (-1.9679, 7.2056, -2.4283)  -0.502
C (-0.9732, 7.2126, -1.4603)  -0.654
C (-0.6204, 6.0328, -0.8108)  -0.332
H (0.5700, 4.0565, 1.6345)  0.604
H (-1.0835, 4.7301, 1.6863)  0.677
H (-1.8690, 0.8414, -1.4228)  0.357
H (-4.0055, -0.3814, -1.0930)  0.498
H (-5.7305, 0.5218, 0.4260)  0.494
H (-5.3527, 2.7059, 1.5581)  0.368
H (-3.2631, 3.9353, 1.1907)  0.287
H (-2.7369, 3.9019, -2.3638)  0.397
H (-3.3628, 5.9852, -3.5158)  0.386
H (-2.2588, 8.1261, -2.9219)  0.360
H (-0.4682, 8.1386, -1.2069)  0.396
H (0.1599, 6.0583, -0.0574)  0.274
S (-2.4127, 0.5413, 4.7877)  -0.150
C (-3.5035, -0.3998, 4.0849)  -0.196
N (-4.8799, -0.1896, 4.1650)  0.817
C (-5.6973, -1.3931, 4.2048)  -1.098
C (-5.4261, -2.1992, 2.9815)  -0.088
N (-4.0060, -2.5135, 2.8793)  0.249
C (-3.6937, -3.7960, 2.2423)  -2.191
C (-3.9990, -3.8319, 0.7625)  0.628
C (-5.2110, -4.3337, 0.3005)  -0.327
C (-5.5043, -4.3521, -1.0598)  -0.630
C (-4.5750, -3.8679, -1.9714)  -0.666
C (-3.3581, -3.3692, -1.5163)  -0.277
C (-3.0670, -3.3455, -0.1574)  0.260
C (-3.0450, -1.6157, 3.2267)  -0.282
S (-1.4788, -1.7785, 2.7591)  0.250
C (-5.3684, 0.9115, 4.9690)  -1.540
C (-6.7215, 1.4194, 4.5116)  0.464
C (-7.5956, 1.9760, 5.4386)  -0.798
C (-8.8391, 2.4601, 5.0490)  -0.578
C (-9.2305, 2.3847, 3.7189)  -0.518
C (-8.3617, 1.8334, 2.7829)  -0.638
C (-7.1176, 1.3545, 3.1780)  0.432
H (-6.7483, -1.1156, 4.2329)  0.479
H (-5.4681, -1.9810, 5.1043)  0.284
H (-5.7483, -1.6390, 2.0986)  0.025
H (-5.9869, -3.1328, 3.0100)  0.372
H (-4.2783, -4.5577, 2.7612)  0.505
H (-2.6382, -3.9780, 2.3995)  0.727
H (-5.9337, -4.7255, 1.0106)  0.336
H (-6.4535, -4.7476, -1.4042)  0.372
H (-4.7941, -3.8851, -3.0327)  0.409
H (-2.6260, -2.9978, -2.2247)  0.157
H (-2.1142, -2.9555, 0.1963)  0.321
H (-4.6368, 1.7114, 4.8994)  0.598
H (-5.4103, 0.6253, 6.0276)  0.264
H (-7.2980, 2.0309, 6.4820)  0.382
H (-9.5062, 2.8879, 5.7881)  0.375
H (-10.2023, 2.7528, 3.4132)  0.377
H (-8.6529, 1.7718, 1.7409)  0.416
H (-6.4386, 0.9220, 2.4476)  0.332
C (0.1229, -2.2371, -2.4091)  -1.451
C (0.2738, -1.2486, -1.2725)  1.311
O (0.2437, -1.6812, -0.0748)  -0.607
O (0.4113, -0.0218, -1.5778)  -0.674
H (0.2437, -3.2590, -2.0508)  0.320
H (0.8499, -2.0140, -3.1941)  0.077
H (-0.8755, -2.1181, -2.8399)  0.361

Calculated values
charge = -1
2S+1 = 1

2.
Here is a molecular structure, C62H77O5SiW at a distorted geometry from the Open Molecules 2025 dataset. Energies are from the ωB97M-V functional and the def2-TZVPD basis.

Last column: Mulliken charge in e.
Element x y z (Å)
W (-0.2291, -0.4647, 0.5562)  0.899
C (2.7645, -1.9207, -0.2127)  -0.602
O (1.7852, -0.9656, 0.3193)  0.024
C (2.3911, 0.2500, 0.8595)  -0.674
C (2.6954, 0.2649, 2.2244)  -0.428
C (2.5604, -0.9548, 3.1081)  -1.804
C (1.1810, -1.5404, 3.3655)  -0.259
C (1.1019, -2.6348, 4.2154)  -0.256
C (-0.1079, -3.1877, 4.6228)  0.499
C (-1.2814, -2.6660, 4.0571)  -0.863
C (-1.2694, -1.6044, 3.1798)  0.959
C (-2.5800, -1.1433, 2.5394)  -0.261
C (-2.6868, 0.3343, 2.2058)  -0.061
C (-2.9745, 1.2189, 3.2227)  -0.803
C (-3.1623, 2.5826, 2.9816)  -0.634
C (-2.9315, 3.0413, 1.6854)  0.141
C (-2.6105, 2.2125, 0.6188)  -0.023
C (-2.4645, 2.8631, -0.7421)  -1.283
C (-1.1090, 2.9081, -1.4362)  -0.412
C (-0.9478, 3.8610, -2.4403)  -0.152
C (0.2311, 4.0197, -3.1610)  0.079
C (1.3114, 3.1923, -2.8286)  -0.422
C (1.2040, 2.2323, -1.8473)  -0.630
C (2.3436, 1.3082, -1.4588)  -0.544
C (2.6260, 1.3360, 0.0270)  0.506
C (3.1209, 2.4976, 0.6081)  -0.561
C (3.3935, 2.5887, 1.9665)  -0.026
C (3.1869, 1.4440, 2.7471)  -0.579
C (3.9134, 3.8645, 2.6063)  1.803
C (5.3278, 3.5956, 3.1509)  -1.698
C (3.9756, 5.0321, 1.6212)  -2.057
C (2.9769, 4.2504, 3.7656)  -1.596
C (-0.0161, 2.0991, -1.1748)  0.450
O (-0.0739, 1.0914, -0.2370)  0.663
C (0.3755, 5.0719, -4.2476)  1.832
C (1.3277, 6.1631, -3.7258)  -1.569
C (-0.9612, 5.7288, -4.6103)  -2.015
C (0.9606, 4.4314, -5.5164)  -1.627
C (-2.5329, 0.8384, 0.8920)  -0.353
O (-2.2914, -0.1376, -0.1269)  0.342
C (-3.1687, -0.1459, -1.2947)  -0.817
C (-3.6521, 3.4896, 4.0939)  1.848
C (-2.6401, 3.4825, 5.2508)  -1.533
C (-3.8588, 4.9334, 3.6292)  -2.122
C (-5.0060, 2.9348, 4.5818)  -1.582
C (-0.0183, -1.0073, 2.8713)  0.800
O (-0.0159, 0.2242, 2.2101)  -0.785
C (-0.1916, -4.2776, 5.6772)  1.694
C (-0.9677, -3.7009, 6.8775)  -1.640
C (1.1895, -4.7294, 6.1561)  -2.031
C (-0.9466, -5.5000, 5.1344)  -1.453
H (3.7129, -1.7278, 0.2796)  0.626
H (2.8582, -1.7748, -1.2875)  0.187
H (2.4076, -2.9207, 0.0040)  -0.249
H (2.9787, -0.7015, 4.0828)  0.848
H (3.1868, -1.7596, 2.7109)  0.413
H (2.0317, -3.0325, 4.6011)  0.814
H (-2.2396, -3.0913, 4.3302)  0.706
H (-3.3859, -1.3934, 3.2291)  1.185
H (-2.7519, -1.7337, 1.6414)  -1.532
H (-3.0793, 0.8293, 4.2278)  0.801
H (-3.0175, 4.1002, 1.4846)  0.728
H (-2.7611, 3.9028, -0.6133)  0.730
H (-3.1932, 2.4441, -1.4399)  0.511
H (-1.7923, 4.5042, -2.6483)  0.734
H (2.2568, 3.2984, -3.3469)  0.656
H (3.2449, 1.6163, -1.9896)  0.951
H (2.1142, 0.2911, -1.7726)  -0.975
H (3.2982, 3.3457, -0.0406)  0.684
H (3.4282, 1.4735, 3.8020)  0.538
H (6.0056, 3.2973, 2.3495)  0.383
H (5.3254, 2.8120, 3.9096)  0.330
H (5.7225, 4.5032, 3.6075)  0.477
H (4.6769, 4.8460, 0.8058)  0.412
H (4.3249, 5.9189, 2.1482)  0.453
H (2.9912, 5.2617, 1.2063)  0.406
H (2.9988, 3.5151, 4.5703)  0.346
H (1.9472, 4.3506, 3.4142)  0.352
H (3.2868, 5.2071, 4.1852)  0.479
H (0.9094, 6.6417, -2.8385)  0.374
H (1.4633, 6.9249, -4.4935)  0.447
H (2.3089, 5.7585, -3.4714)  0.348
H (-1.3587, 6.3234, -3.7858)  0.380
H (-1.7066, 4.9923, -4.9176)  0.450
H (-0.8049, 6.4060, -5.4483)  0.446
H (1.9887, 4.0947, -5.3755)  0.344
H (0.9646, 5.1665, -6.3202)  0.471
H (0.3539, 3.5838, -5.8414)  0.362
H (-4.1366, 0.2526, -1.0027)  0.448
H (-3.2671, -1.1828, -1.6036)  -0.050
H (-2.7324, 0.4457, -2.0976)  0.233
H (-1.6892, 3.9165, 4.9361)  0.348
H (-2.4552, 2.4771, 5.6318)  0.331
H (-3.0305, 4.0841, 6.0712)  0.455
H (-2.9246, 5.3928, 3.2995)  0.432
H (-4.2318, 5.5199, 4.4672)  0.458
H (-4.5977, 4.9975, 2.8282)  0.404
H (-4.8986, 1.9669, 5.0729)  0.324
H (-5.7060, 2.8256, 3.7514)  0.340
H (-5.4410, 3.6294, 5.2996)  0.495
H (-0.4880, -2.7989, 7.2618)  0.370
H (-0.9862, -4.4389, 7.6790)  0.494
H (-1.9991, -3.4619, 6.6147)  0.323
H (1.7417, -3.9136, 6.6262)  0.392
H (1.7861, -5.1500, 5.3436)  0.403
H (1.0654, -5.5095, 6.9058)  0.443
H (-1.9394, -5.2435, 4.7623)  0.276
H (-1.0721, -6.2213, 5.9415)  0.536
H (-0.3861, -5.9894, 4.3364)  0.253
C (-1.5561, -5.3663, 1.2993)  -1.843
C (-0.4286, -5.0315, 0.3085)  2.323
C (-0.2022, -6.2502, -0.5955)  -1.913
C (0.8616, -4.7287, 1.0886)  -1.866
Si (-0.9921, -3.5267, -0.6989)  0.665
O (-0.7212, -2.1665, 0.3030)  0.480
C (0.0527, -2.8926, -2.1480)  1.153
C (0.6583, -3.7228, -3.0928)  -0.781
C (1.3159, -3.2006, -4.1991)  -1.140
C (1.3606, -1.8279, -4.3980)  -0.904
C (0.7473, -0.9788, -3.4872)  -0.439
C (0.1166, -1.5120, -2.3715)  0.223
C (-2.7627, -3.6198, -1.2882)  0.241
C (-3.0002, -3.8919, -2.6407)  -0.300
C (-4.2911, -4.0343, -3.1262)  -0.860
C (-5.3749, -3.9135, -2.2675)  -0.775
C (-5.1607, -3.6637, -0.9175)  -0.935
C (-3.8700, -3.5223, -0.4349)  0.546
H (-1.2910, -6.2762, 1.8405)  0.602
H (-2.4995, -5.5536, 0.7833)  0.298
H (-1.7053, -4.5682, 2.0304)  0.321
H (0.1131, -7.1005, 0.0132)  0.510
H (0.5773, -6.0730, -1.3386)  0.333
H (-1.1193, -6.5348, -1.1159)  0.384
H (0.9797, -5.4428, 1.9068)  0.618
H (0.8525, -3.7285, 1.5254)  -0.045
H (1.7374, -4.8383, 0.4446)  0.295
H (0.6004, -4.7975, -2.9720)  0.378
H (1.7760, -3.8669, -4.9168)  0.491
H (1.8505, -1.4153, -5.2696)  0.486
H (0.7413, 0.0891, -3.6711)  0.713
H (-0.4479, -0.8136, -1.7245)  -0.087
H (-2.1667, -3.9976, -3.3266)  0.363
H (-4.4430, -4.2495, -4.1755)  0.482
H (-6.3822, -4.0182, -2.6476)  0.441
H (-6.0028, -3.6023, -0.2404)  0.501
H (-3.7304, -3.3463, 0.6268)  0.330

Calculated values
charge = +3
2S+1 = 1

ΔE to the lowest compared entry with this formula, charge and spin values (in kJ/mol) by entry order: 153.9 0.0.